Entry 1:
ORCA calculation (ωB97M-V/def2-TZVPD) on the molecule C5H2O3 in a non-equilibrium geometry.

Last column: Löwdin charge in e.
Element x y z (Å)
C1 1.416 -0.141 0.002  -0.39
C2 -0.249 0.744 -0.019  -0.19
C3 -1.533 0.948 -0.025  -0.04
C4 -1.125 -1.282 0.084  0.03
C5 0.055 -0.663 0.003  0.00
H1 -2.129 1.916 -0.193  0.17
H2 -1.499 -2.241 0.102  0.11
O1 2.503 -0.618 -0.079  0.18
O2 1.102 1.240 0.101  0.13
O3 -2.074 -0.287 -0.044  0.01

Values from the calculation:
* Kohn-Sham gap: 10.07 eV
* LUMO: 0.007 hartree



Entry 2:
ORCA calculation (ωB97M-V/def2-TZVPD) on a cluster of 8 separate species, C5H30N3O7 in total in a non-equilibrium geometry.

Last column: Löwdin charge in e.
Element x y z (Å)
C1 -0.631 -0.777 2.184  -0.14
C2 0.888 -0.701 1.840  -0.23
C3 1.481 0.273 0.867  -0.24
C4 1.565 1.625 1.531  -0.20
N1 0.282 2.425 1.710  -0.06
C5 0.076 3.414 0.628  -0.30
N2 1.238 4.242 0.257  -0.01
N3 -1.407 -0.208 0.992  0.11
H1 -1.078 -0.293 3.229  0.18
H2 -0.775 -1.841 2.370  0.10
H3 1.207 -1.678 1.336  0.11
H4 1.520 -0.660 2.782  0.13
H5 2.500 -0.158 0.697  0.12
H6 0.930 0.324 -0.030  0.07
H7 2.224 2.425 0.999  0.09
H8 2.006 1.516 2.707  0.18
H9 0.321 2.781 2.661  0.10
H10 -0.744 4.014 0.826  0.09
H11 -0.232 2.855 -0.236  0.06
H12 2.076 3.705 0.696  0.06
H13 1.206 5.206 0.643  0.08
H14 -1.229 0.861 0.970  0.13
H15 -1.287 -0.708 0.115  0.08
H16 -2.476 -0.382 1.241  0.17
H17 -2.854 2.163 -1.276  0.10
H18 -1.196 1.491 -1.120  0.09
O1 -2.239 1.436 -0.922  -0.14
H19 4.251 -1.588 1.680  0.06
H20 4.029 -2.577 0.584  0.07
O2 3.543 -2.162 1.337  -0.07
H21 2.188 -2.852 -2.781  0.05
H22 1.419 -3.911 -3.270  0.08
O3 1.384 -2.911 -3.345  -0.09
H23 -2.178 -2.296 -2.495  0.02
H24 -3.526 -2.697 -2.642  0.04
O4 -3.040 -2.005 -2.234  -0.02
H25 -4.451 -2.186 0.989  0.05
H26 -3.884 -1.814 -0.425  0.02
O5 -4.124 -1.450 0.463  -0.07
H27 0.070 -2.475 -1.177  0.08
H28 0.028 -1.084 -2.012  -0.08
O6 -0.196 -1.544 -1.285  -0.02
H29 -0.353 -0.141 -3.872  0.09
H30 0.915 0.570 -3.694  0.00
O7 0.554 -0.224 -3.520  0.01

Values from the calculation:
* Kohn-Sham gap: 9.38 eV
* LUMO: -0.092 hartree
* total charge: +1



Entry 3:
ORCA calculation (ωB97M-V/def2-TZVPD) on a structure of composition C5H31N2O10 in a non-equilibrium geometry.

Last column: Löwdin charge in e.
Element x y z (Å)
C1 -2.865 -0.519 0.760  -0.18
N1 -2.429 -0.109 2.143  -0.10
C2 -2.517 1.359 2.292  -0.13
C3 -1.719 -1.000 -0.131  -0.38
C4 -2.194 -0.708 -1.531  -0.08
N2 -0.466 -0.297 0.191  0.01
C5 0.705 -0.966 -0.348  -0.38
O1 1.807 -0.212 -0.599  -0.22
H1 -3.311 0.312 0.172  0.10
H2 -3.597 -1.308 0.900  0.10
H3 -1.556 -0.477 2.453  0.05
H4 -3.176 1.476 3.195  0.07
H5 -2.924 1.831 1.416  0.06
H6 -1.605 1.850 2.593  0.06
H7 -1.463 -2.086 0.051  0.16
H8 -2.652 0.299 -1.716  0.09
H9 -2.943 -1.493 -1.783  0.09
H10 -1.501 -0.724 -2.370  0.04
H11 -0.462 0.686 -0.131  0.10
H12 0.548 -1.650 -1.260  0.10
H13 1.154 -1.789 0.223  0.12
H14 2.633 1.431 2.131  -0.02
H15 2.899 2.861 2.692  0.02
O2 2.252 2.353 2.215  -0.11
H16 2.552 0.278 0.112  0.01
H17 4.062 0.967 0.661  -0.02
O3 3.394 0.423 1.056  -0.26
H18 0.166 -2.349 -2.949  0.05
H19 1.126 -1.177 -3.632  0.01
O4 0.499 -1.888 -3.745  -0.06
H20 1.153 0.982 -1.988  0.07
H21 0.381 0.358 -3.178  -0.01
O5 0.315 1.045 -2.543  -0.06
H22 -0.086 -2.331 2.286  -0.03
H23 0.652 -2.661 3.429  0.05
O6 -0.153 -3.028 2.950  -0.10
H24 -0.964 2.571 -2.089  -0.01
H25 -1.293 3.233 -3.363  0.03
O7 -1.655 3.153 -2.467  -0.10
H26 2.769 -2.286 -3.107  -0.01
H27 2.951 -1.564 -1.656  0.01
O8 3.353 -1.947 -2.442  -0.05
H28 1.726 0.005 3.021  0.01
H29 0.453 -0.540 2.536  -0.01
O9 1.079 -0.658 3.246  -0.04
H30 0.818 2.319 0.815  0.01
H31 1.185 1.545 -0.373  -0.04
O10 0.902 2.433 -0.139  -0.06

Values from the calculation:
* Kohn-Sham gap: 8.46 eV
* LUMO: 0.102 hartree
* total charge: -1



Entry 4:
ORCA calculation (ωB97M-V/def2-TZVPD) on a cluster of 9 separate species, C5H31N2O8 in total in a non-equilibrium geometry.

Last column: Löwdin charge in e.
Element x y z (Å)
C1 3.623 -0.870 0.125  -0.06
C2 2.233 -0.730 -0.468  -0.36
C3 2.212 0.494 -1.474  -0.14
C4 0.984 0.487 -2.385  -0.25
C5 -1.394 0.606 -2.491  -0.07
N1 -0.181 0.902 -1.612  -0.10
N2 1.250 -0.492 0.645  0.16
H1 3.593 -1.846 0.734  0.10
H2 3.853 -0.003 0.771  0.09
H3 4.389 -1.249 -0.582  0.10
H4 1.853 -1.659 -1.086  0.15
H5 3.206 0.417 -1.995  0.13
H6 2.318 1.369 -0.762  0.11
H7 1.309 1.140 -3.260  0.14
H8 0.795 -0.555 -2.732  0.11
H9 -1.083 0.477 -3.541  0.09
H10 -1.859 -0.322 -2.101  0.03
H11 -2.072 1.484 -2.403  0.10
H12 -0.383 1.887 -1.493  0.07
H13 1.459 0.292 1.329  0.13
H14 1.223 -1.222 1.349  0.13
H15 0.342 -0.350 0.179  0.11
H16 -4.220 0.944 0.587  0.06
H17 -3.703 1.210 1.980  0.06
O1 -3.411 1.200 1.053  -0.05
H18 -2.590 -0.979 -0.699  0.00
H19 -2.751 -1.732 -2.029  0.03
O2 -3.072 -1.691 -1.126  -0.05
H20 0.092 2.240 3.360  0.07
H21 -0.849 1.951 2.170  0.03
O3 -0.625 1.657 3.083  -0.05
H22 -0.687 0.030 2.980  0.05
H23 -1.619 -0.238 1.683  0.01
O4 -0.822 -0.503 2.148  -0.09
H24 1.932 2.818 2.070  0.07
H25 1.420 2.638 0.589  0.03
O5 1.860 2.216 1.321  -0.04
H26 0.505 -3.867 1.173  0.05
H27 -0.955 -4.191 1.329  0.06
O6 -0.265 -4.143 0.653  -0.05
H28 -0.158 -3.226 -2.082  0.07
H29 -0.617 -2.652 -0.740  0.02
O7 0.061 -2.558 -1.422  -0.07
H30 -0.821 2.512 0.804  -0.02
H31 -1.578 3.780 0.314  0.08
O8 -0.724 3.333 0.334  -0.03

Values from the calculation:
* Kohn-Sham gap: 9.80 eV
* LUMO: -0.103 hartree
* total charge: +1



Entry 5:
ORCA calculation (ωB97M-V/def2-TZVPD) on a cluster of 11 separate species, C5H31NO12 in total in a non-equilibrium geometry.

Last column: Mulliken spin population.
Element x y z (Å)
C1 0.555 0.531 0.548  0.00
C2 0.708 1.841 1.380  -0.01
C3 2.124 1.993 1.845  0.00
O1 2.975 2.657 0.902  0.00
C4 -0.798 0.555 -0.075  -0.05
N1 -1.922 -0.056 0.626  0.75
C5 -2.104 -0.846 1.796  0.04
O2 -1.091 1.060 -1.132  0.16
H1 0.582 -0.387 1.136  0.00
H2 1.352 0.607 -0.189  0.00
H3 0.056 1.640 2.239  0.00
H4 0.230 2.652 0.818  0.00
H5 2.472 1.006 2.252  0.00
H6 2.323 2.670 2.699  0.00
H7 2.518 2.691 0.054  0.00
H8 -2.777 0.477 0.441  -0.04
H9 -1.362 -0.644 2.616  0.05
H10 -3.037 -0.566 2.258  0.00
H11 -2.019 -1.916 1.634  0.07
H12 -2.328 2.255 2.649  0.00
H13 -3.011 3.075 1.553  0.00
O3 -2.148 2.875 1.934  0.01
H14 -0.786 -2.206 -1.368  0.00
H15 0.231 -1.246 -1.517  0.00
O4 0.164 -2.156 -1.178  0.00
H16 1.582 2.656 -2.608  0.00
H17 0.433 1.915 -1.894  0.00
O5 1.331 1.821 -2.218  0.00
H18 0.955 -0.458 -4.899  0.00
H19 1.187 0.993 -4.318  0.00
O6 0.969 0.478 -5.100  0.00
H20 -0.095 -4.665 0.177  0.00
H21 -0.634 -3.299 0.650  0.00
O7 -0.771 -4.226 0.702  0.00
H22 -1.749 -0.528 -2.405  0.00
H23 -1.216 -0.098 -3.746  0.00
O8 -1.168 -0.813 -3.101  0.01
H24 2.658 -2.499 2.619  0.00
H25 1.349 -2.161 1.853  0.00
O9 2.107 -1.779 2.297  0.00
H26 -2.192 2.409 -2.781  0.00
H27 -2.806 1.604 -3.986  0.00
O10 -2.266 2.358 -3.739  0.00
H28 0.742 -0.041 3.802  0.00
H29 0.303 -1.246 4.803  0.00
O11 0.057 -0.624 4.127  0.01
H30 2.214 -2.681 -1.226  0.00
H31 1.688 -4.066 -1.676  0.00
O12 2.416 -3.613 -1.255  0.00

Values from the calculation:
* Kohn-Sham gap (spin up / spin down): 9.05 / 4.01 eV
* LUMO (spin up / spin down): -0.153 / -0.339 hartree
* total charge: +1
* 2S+1: 2



Entry 6:
ORCA calculation (ωB97M-V/def2-TZVPD) on a cluster of 12 separate species, C5H32N2O11 in total in a non-equilibrium geometry.

Last column: Löwdin charge in e.
Element x y z (Å)
C1 3.711 -0.076 -0.445  -0.08
O1 3.067 -1.105 -0.391  -0.04
C2 -0.550 -2.588 0.737  -0.07
C3 -0.648 -1.080 0.571  -0.20
C4 -1.852 -0.606 -0.194  -0.39
C5 -1.722 0.040 -1.358  -0.21
N1 -2.781 0.746 -2.002  0.04
N2 -3.080 -0.935 0.370  0.12
H1 4.279 0.307 0.409  0.10
H2 3.729 0.468 -1.401  0.09
H3 0.260 -2.862 1.414  0.07
H4 -0.390 -3.107 -0.207  0.06
H5 -0.696 -0.614 1.546  0.08
H6 0.238 -0.672 0.091  0.10
H7 -0.743 0.096 -1.812  0.10
H8 -3.667 0.265 -1.979  0.07
H9 -2.570 0.945 -2.959  0.07
H10 -3.863 -0.366 0.112  0.08
H11 -1.460 -3.010 1.172  0.07
H12 -3.078 -1.012 1.382  0.07
H13 0.001 1.715 3.003  0.02
H14 -0.713 2.358 1.766  0.02
O2 0.088 2.410 2.342  -0.05
H15 0.444 2.667 -1.504  0.04
H16 1.724 2.155 -2.226  0.01
O3 1.398 2.759 -1.517  -0.06
H17 1.525 2.087 1.452  0.01
H18 1.966 2.075 -0.020  0.01
O4 2.211 1.702 0.860  -0.11
H19 -2.678 3.220 0.814  0.08
H20 -2.267 1.928 0.051  0.03
O5 -2.272 2.351 0.918  -0.04
H21 0.868 -0.204 3.394  0.01
H22 -0.083 -0.862 4.440  0.07
O6 0.042 -0.059 3.923  -0.09
H23 -1.168 -2.132 -2.573  0.03
H24 -0.785 -3.488 -3.258  0.09
O7 -0.577 -2.525 -3.234  -0.06
H25 2.219 0.356 1.921  0.00
H26 2.336 -1.192 1.846  0.05
O8 2.222 -0.456 2.466  -0.06
H27 -2.611 1.087 2.542  0.02
H28 -1.668 0.131 3.328  0.00
O9 -2.595 0.208 2.984  -0.09
H29 2.329 -1.629 -1.960  0.02
H30 1.085 -1.887 -2.948  0.02
O10 2.042 -1.654 -2.900  -0.08
H31 2.400 1.096 -4.310  0.04
H32 2.143 -0.021 -3.260  0.01
O11 2.193 0.969 -3.397  -0.08

Values from the calculation:
* Kohn-Sham gap: 8.05 eV
* LUMO: 0.009 hartree
* structure (SMILES): CC/C(N)=C/N.C=O.O.O.O.O.O.O.O.O.O.O



Entry 7:
ORCA calculation (ωB97M-V/def2-TZVPD) on a cluster of 11 separate species, C5H32N2O11 in total in a non-equilibrium geometry.

Last column: Mulliken spin population.
Element x y z (Å)
C1 -2.819 -1.126 -1.999  0.00
O1 -1.512 -0.572 -2.265  0.00
C2 -2.627 -2.383 -1.139  0.01
C3 -1.388 -2.582 -0.159  0.06
C4 -1.634 -1.285 0.699  0.02
N1 -1.442 -1.208 3.567  0.48
C5 -0.331 -0.960 2.623  -0.01
N2 -0.335 -0.992 1.363  0.41
H1 -3.179 -1.372 -2.978  0.00
H2 -3.465 -0.358 -1.542  0.00
H3 -1.124 -1.096 -3.007  0.00
H4 -3.636 -2.544 -0.722  0.00
H5 -2.562 -3.287 -1.801  0.01
H6 -1.419 -3.499 0.365  0.00
H7 -0.432 -2.467 -0.619  0.00
H8 -2.503 -1.255 1.384  0.00
H9 -1.799 -0.393 0.126  0.01
H10 -2.224 -0.614 3.376  0.00
H11 -1.096 -1.124 4.512  -0.02
H12 0.704 -0.897 3.213  0.02
H13 -0.151 0.551 -4.107  0.00
H14 1.116 -0.094 -3.690  0.00
O2 0.380 -0.177 -4.310  0.00
H15 -3.425 2.243 -0.260  0.00
H16 -2.963 0.833 0.138  0.00
O3 -3.356 1.683 0.546  0.00
H17 2.717 1.850 3.229  0.00
H18 2.370 0.640 2.377  0.00
O4 2.426 0.942 3.318  0.00
H19 -0.317 2.499 3.256  0.00
H20 0.616 1.596 4.074  0.00
O5 -0.139 1.543 3.448  0.00
H21 2.533 -0.953 0.736  0.00
H22 1.350 -1.635 0.152  0.00
O6 2.336 -1.763 0.232  0.01
H23 1.159 -0.402 -1.733  0.00
H24 2.586 -0.651 -1.374  0.00
O7 2.048 -0.267 -2.101  0.00
H25 2.525 2.236 -1.264  0.00
H26 3.529 2.074 -2.473  0.00
O8 2.793 2.603 -2.085  0.00
H27 0.105 3.646 -3.188  0.00
H28 0.918 2.345 -2.809  0.00
O9 0.061 2.699 -3.143  0.00
H29 4.674 0.095 0.874  0.00
H30 3.495 1.140 1.079  0.00
O10 3.869 0.537 0.479  0.00
H31 0.094 1.531 1.887  0.00
H32 0.546 1.053 0.497  0.00
O11 0.924 1.615 1.223  0.01

Values from the calculation:
* Kohn-Sham gap (spin up / spin down): 9.21 / 3.89 eV
* LUMO (spin up / spin down): -0.136 / -0.332 hartree
* total charge: +1
* 2S+1: 2



Entry 8:
ORCA calculation (ωB97M-V/def2-TZVPD) on a cluster of 10 separate species, C5H32N2O9 in total in a non-equilibrium geometry.

Last column: Löwdin charge in e.
Element x y z (Å)
C1 -1.490 -2.443 3.325  -0.11
C2 -1.318 -1.642 2.062  -0.50
C3 -1.435 -0.086 2.541  -0.16
C4 -0.072 0.433 3.010  -0.20
C5 1.027 1.259 2.127  -0.22
N1 0.803 2.740 2.167  -0.06
N2 -2.269 -2.028 1.097  -0.01
H1 -1.044 -1.937 4.111  0.03
H2 -1.098 -3.517 3.278  0.10
H3 -2.471 -2.782 3.744  0.09
H4 -0.342 -1.874 1.568  0.14
H5 -2.113 -0.177 3.470  0.12
H6 -2.010 0.661 1.807  0.14
H7 -0.261 0.846 3.968  0.07
H8 0.398 -0.458 3.487  0.10
H9 0.950 0.845 1.182  0.04
H10 2.098 1.143 2.274  0.11
H11 1.571 3.109 2.906  0.13
H12 -0.075 3.081 2.600  0.07
H13 -3.106 -1.454 0.887  0.07
H14 -1.606 -1.861 0.179  0.11
H15 2.824 -4.044 -0.214  0.08
H16 2.206 -4.886 0.763  -0.06
O1 2.245 -4.866 -0.112  -0.02
H17 -1.817 0.527 -4.418  0.03
H18 -1.912 -0.505 -3.076  0.04
O2 -1.413 0.109 -3.670  -0.09
H19 -0.970 -2.691 -2.926  0.12
H20 -2.133 -2.301 -1.948  0.04
O3 -1.195 -2.151 -2.091  -0.09
H21 2.953 2.964 -0.789  0.15
H22 1.551 3.247 0.181  0.00
O4 1.979 3.359 -0.679  -0.12
H23 0.633 -0.687 -1.536  0.09
H24 1.688 0.264 -1.842  0.05
O5 1.526 -0.386 -1.044  -0.17
H25 0.456 1.010 -3.304  -0.15
H26 0.838 2.364 -2.643  0.08
O6 1.131 1.415 -3.056  -0.03
H27 1.330 4.156 -2.445  0.04
H28 0.176 3.836 -1.583  0.04
O7 0.401 3.962 -2.509  -0.05
H29 -2.474 2.085 -2.878  0.07
H30 -3.831 1.727 -2.630  0.06
O8 -3.242 1.733 -3.421  -0.10
H31 3.972 -1.642 -0.677  -0.03
H32 3.028 -1.040 -1.682  -0.02
O9 3.916 -1.417 -1.559  -0.05

Values from the calculation:
* Kohn-Sham gap: 9.10 eV
* LUMO: -0.003 hartree
* structure (SMILES): C[C@@H](N)CCCN.O.O.O.O.O.O.O.O.O



Entry 9:
ORCA calculation (ωB97M-V/def2-TZVPD) on a cluster of 10 separate species, C5H32N2O9 in total in a non-equilibrium geometry.

Last column: Löwdin charge in e.
Element x y z (Å)
N1 0.782 -0.277 0.724  0.05
C1 -0.599 0.068 0.168  -0.38
C2 -1.349 1.203 0.871  -0.07
C3 -0.354 0.294 -1.361  -0.19
N2 -1.115 -0.516 -2.335  -0.27
C4 -0.858 -0.146 -3.723  -0.09
C5 -2.626 -0.463 -2.006  -0.06
H1 1.488 0.450 0.422  0.10
H2 0.697 -0.339 1.717  0.02
H3 -1.226 -0.816 0.174  0.10
H4 -2.371 1.312 0.834  0.02
H5 -1.339 1.002 1.981  0.06
H6 -0.870 2.215 0.654  0.11
H7 -0.426 1.414 -1.513  0.12
H8 0.733 -0.080 -1.608  0.13
H9 0.214 0.262 -3.724  0.09
H10 -1.554 0.579 -4.194  0.09
H11 -0.953 -0.927 -4.347  0.03
H12 -3.170 0.320 -2.641  0.08
H13 -2.897 -1.525 -2.331  0.10
H14 -2.924 -0.336 -0.949  0.07
H15 -2.807 2.820 -2.051  -0.01
H16 -3.074 2.703 -0.598  0.01
O1 -2.856 3.338 -1.282  -0.03
H17 0.624 -2.399 3.217  -0.01
H18 1.451 -2.159 4.242  0.01
O2 0.987 -1.682 3.654  0.03
H19 0.232 -4.182 1.338  0.11
H20 0.431 -2.687 1.205  -0.06
O3 0.810 -3.408 1.593  -0.04
H21 1.696 -2.377 0.109  0.02
H22 2.538 -1.213 -0.417  -0.06
O4 2.617 -2.108 -0.254  -0.08
H23 1.874 2.867 -2.656  0.06
H24 2.499 1.677 -3.393  0.06
O5 1.619 2.032 -3.126  -0.09
H25 -1.545 0.239 4.503  -0.01
H26 -0.583 -0.748 3.884  -0.04
O6 -1.152 -0.045 3.753  0.02
H27 2.404 3.752 0.907  0.07
H28 3.243 2.633 1.055  0.02
O7 2.663 2.955 0.351  -0.09
H29 0.454 -3.518 -1.306  0.06
H30 -0.603 -2.404 -1.498  0.04
O8 -0.277 -3.078 -0.839  -0.08
H31 2.306 1.569 4.170  0.03
H32 2.256 0.588 3.064  0.03
O9 2.910 1.139 3.564  -0.07

Values from the calculation:
* Kohn-Sham gap: 9.23 eV
* LUMO: 0.014 hartree
* structure (SMILES): C[C@H](N)CN(C)C.O.O.O.O.O.O.O.O.O



Let's list DFT total energy in order: -417.32899 -899.11338 -1070.98802 -920.24619 -1166.34116 -1146.88705 -1146.41397 -996.16532 -996.24708 Ha.